ORCA calculation (ωB97M-V/def2-TZVPD) on a structure of composition C27H27AsCsN2O2SSe2.

The calculation puts the gap between HOMO and LUMO at 5.522 eV. The calculation puts the largest force on an atom at 0.95 eV/Å. As for the total energy: -238428.876 eV. The charge is -1.

The geometry in XYZ format:
```
63
Properties=species:S:1:pos:R:3:forces:R:3
Cs -0.0309 -1.8076 -1.3657 -0.74 -0.32 -0.50
O 2.0800 -0.7008 2.9404 0.13 0.20 0.05
C 2.9779 -1.7695 2.7366 0.10 0.05 0.10
C 2.8151 -2.5353 1.4213 0.06 -0.23 -0.08
C 4.0506 -3.4583 1.3181 -0.05 -0.04 0.02
O 5.2420 -2.7836 0.9561 0.02 0.08 -0.13
C 2.7708 -1.5542 0.2419 0.06 0.09 0.11
Se 3.1342 -2.2942 -1.5738 0.40 0.06 0.24
C 1.5936 -3.4645 1.4647 0.13 0.08 0.10
Se -0.1953 -2.6355 1.7893 0.17 -0.32 0.36
H 1.1897 -1.0387 2.7344 -0.14 -0.05 -0.01
H 2.9055 -2.4933 3.5646 0.01 -0.01 -0.02
H 3.9845 -1.3395 2.7564 -0.01 -0.02 0.02
H 3.8413 -4.2627 0.6046 -0.03 0.06 -0.01
H 4.2469 -3.9159 2.2940 -0.08 0.00 0.00
H 5.1133 -2.5386 0.0206 0.00 -0.01 0.05
H 3.5019 -0.7656 0.4260 0.02 -0.06 -0.06
H 1.7981 -1.0460 0.2808 0.32 -0.02 0.10
H 1.7533 -4.1798 2.2761 -0.07 -0.04 -0.05
H 1.5938 -4.0286 0.5284 -0.22 0.02 -0.02
C 0.2195 5.8614 -3.8315 -0.02 0.05 0.00
C 1.1147 4.8764 -4.2144 0.03 -0.09 0.00
C 0.9955 3.5901 -3.7017 0.04 0.08 -0.08
C -0.0099 3.2829 -2.7921 -0.01 0.14 0.10
C -0.9035 4.2788 -2.4090 -0.03 0.00 0.04
C -0.7914 5.5588 -2.9292 -0.01 0.02 0.01
As -0.0730 1.4605 -2.1058 -0.13 0.10 0.05
C 0.7374 1.7280 -0.3544 0.07 0.06 -0.29
C 2.0968 1.7609 -0.0870 -0.06 0.15 0.13
C 2.5119 1.9881 1.2163 0.06 -0.01 -0.02
C 1.5789 2.1554 2.2312 0.06 -0.01 0.03
C 0.2229 2.0820 1.9675 -0.03 0.00 -0.09
C -0.2094 1.8621 0.6628 0.13 -0.03 0.13
C -1.6066 1.6963 0.2289 -0.08 -0.02 -0.03
C -2.7236 1.6862 1.0577 0.05 0.00 -0.04
C -3.9779 1.4627 0.5126 -0.05 0.01 0.02
C -4.1307 1.2329 -0.8470 -0.04 0.00 -0.06
C -3.0221 1.2359 -1.6820 -0.09 0.05 0.06
C -1.7704 1.4861 -1.1455 0.10 -0.02 -0.18
H 0.3067 6.8621 -4.2355 0.00 0.01 0.00
H 1.9082 5.0991 -4.9162 0.00 0.03 -0.01
H 1.6991 2.8291 -4.0208 -0.03 -0.05 0.04
H -1.6915 4.0578 -1.6982 0.02 -0.03 -0.01
H -1.4952 6.3221 -2.6220 0.00 0.03 -0.01
H 2.8243 1.5851 -0.8703 -0.02 0.00 -0.02
H 3.5680 1.9852 1.4521 0.01 0.01 0.01
H 1.9203 2.2843 3.2489 0.00 0.00 0.01
H -0.4890 2.1665 2.7791 -0.01 -0.01 -0.01
H -2.6154 1.8334 2.1248 0.01 0.00 0.01
H -4.8455 1.4416 1.1604 -0.01 0.00 0.01
H -5.1083 1.0147 -1.2560 -0.02 0.00 0.01
H -3.1460 1.0181 -2.7356 0.04 0.01 0.00
S -3.5381 -2.4048 -2.4655 -0.03 -0.03 0.06
C -3.4808 -2.8724 -0.8558 -0.04 0.22 -0.27
N -3.4499 -4.2111 -0.5727 -0.03 -0.26 0.13
C -3.4228 -4.7280 0.6811 0.01 0.24 -0.07
C -3.3748 -3.8718 1.7274 -0.01 0.02 -0.18
C -3.3505 -2.4931 1.3937 0.00 -0.07 0.33
N -3.4416 -2.0022 0.1891 0.04 -0.15 -0.24
H -3.4640 -4.8187 -1.3798 0.01 0.05 0.03
H -3.4019 -5.8059 0.7387 0.01 0.00 0.13
H -3.2798 -4.2000 2.7477 0.00 -0.04 0.01
H -3.2569 -1.7643 2.1931 0.01 0.00 0.01
```
Forces are in eV/Å.

Atom charges from the natural (NBO) analysis, given in e for atoms 1 to 4:
1. Cs 0.879
2. O -0.784
3. C -0.052
4. C -0.174

ORCA calculation (ωB97M-V/def2-TZVPD) on a structure of composition C23H29AsN9NiOS2 in a non-equilibrium geometry.

The calculation puts the gap between HOMO and LUMO (alpha / beta) at 8.193 / 6.896 eV. The calculation puts the largest force on an atom at 1.29 eV/Å. As for the total energy: -163325.000 eV. The energy relative to the best compared isomer or geometry (same formula, charge and spin) is 40.5 kcal per mole. The charge is +1. As for the multiplicity: 3.

The geometry in XYZ format:
```
66
Properties=species:S:1:pos:R:3:forces:R:3
Ni -0.3076 0.1446 0.1566 -1.17 0.30 0.46
N 0.9449 1.7506 2.9353 -0.03 -0.07 0.02
C 0.2420 0.6202 3.1615 0.05 0.12 -0.14
N -0.2268 -0.1244 2.1929 0.13 -0.04 0.05
C -0.8925 -1.2370 2.6857 -0.04 -0.03 -0.36
C -0.9295 -1.3329 4.0279 -0.02 -0.05 0.13
S -0.1030 0.0110 4.7350 0.01 0.00 0.18
C -1.4454 -2.1266 1.6557 0.17 0.27 0.08
C -2.1825 -3.2421 1.8054 -0.06 -0.13 0.04
S -2.5636 -3.9027 0.2581 -0.11 -0.15 0.00
C -1.7063 -2.6120 -0.4976 0.05 0.13 -0.25
N -1.1747 -1.7599 0.3408 0.09 -0.01 0.14
N -1.5693 -2.5113 -1.8421 -0.02 -0.04 0.13
H 0.9792 2.1010 1.9901 0.00 -0.01 0.00
H 1.1921 2.3705 3.6849 -0.01 0.00 0.01
H -1.3774 -2.0958 4.6434 0.02 0.03 -0.02
H -2.5230 -3.7141 2.7124 0.02 0.02 -0.04
H -2.1696 -3.0491 -2.4416 -0.01 0.01 0.00
H -1.2096 -1.6388 -2.2007 0.02 0.00 0.01
N 2.3739 -0.1711 -1.2823 0.08 -0.06 -0.01
C 1.1318 0.6223 -1.9025 0.20 -0.20 0.00
O 0.0771 -0.0057 -1.9425 0.12 -0.07 -0.04
C 1.5823 1.8792 -2.1635 -0.19 0.28 -0.06
C 0.7214 2.9101 -2.6499 0.27 -0.25 0.14
N 0.0300 3.7406 -3.0409 -0.02 -0.01 0.00
C 2.9759 2.0453 -1.7717 0.38 0.93 -0.02
N 3.6828 3.0685 -1.6185 -0.35 -0.39 -0.02
H 1.3614 -0.8362 0.3374 0.26 -0.24 -0.12
H 2.4187 -1.1060 -1.6982 0.03 -0.03 0.02
N 4.6829 0.4015 -0.8110 -0.01 -0.03 0.04
C 3.5730 0.6496 -1.6561 -0.11 -0.43 0.06
N 2.1574 -0.2193 0.1356 0.25 0.33 -0.06
C 3.3070 -0.4890 0.9412 -0.31 -0.15 -0.07
C 3.1489 -1.0942 2.1787 0.01 0.01 0.05
C 4.2435 -1.2318 3.0147 -0.02 0.00 0.01
C 5.4892 -0.7838 2.5927 0.02 0.01 -0.03
C 5.6458 -0.2219 1.3370 0.09 -0.02 0.06
C 4.5490 -0.0717 0.4980 0.04 0.10 -0.20
H 5.5134 0.9239 -1.0384 0.00 0.01 0.01
H 3.8013 0.3458 -2.6818 0.05 -0.01 -0.02
H 2.1680 -1.4402 2.4878 0.03 0.02 -0.02
H 4.1235 -1.6901 3.9868 0.02 0.00 -0.02
H 6.3505 -0.8884 3.2385 -0.01 0.00 -0.01
H 6.6242 0.0955 0.9951 -0.03 0.00 0.01
C -1.0281 4.6671 0.2815 -0.01 0.08 -0.03
C -2.0800 3.8048 -0.4082 0.14 0.07 0.00
As -1.9616 1.9609 0.1868 0.08 -0.27 -0.16
C -2.7522 2.0540 1.9777 -0.02 0.02 0.08
C -3.7903 3.1415 2.2353 0.01 0.00 0.05
C -3.3516 1.0977 -0.8900 -0.05 0.04 -0.04
C -4.7611 1.6787 -0.8666 0.00 -0.02 -0.01
H -1.1069 5.7075 -0.0353 0.00 -0.01 0.00
H -0.0186 4.3304 0.0355 -0.01 -0.02 -0.02
H -1.1330 4.6485 1.3697 -0.02 -0.02 -0.01
H -1.9344 3.8035 -1.4879 0.02 0.03 0.00
H -3.0886 4.1622 -0.2074 -0.02 0.05 0.02
H -1.9148 2.1730 2.6671 0.01 0.00 0.04
H -3.1603 1.0575 2.1668 -0.03 0.00 0.01
H -3.3755 4.1389 2.0878 0.02 -0.01 0.00
H -4.1393 3.0902 3.2681 0.00 -0.01 -0.01
H -4.6614 3.0507 1.5900 0.00 -0.02 -0.03
H -3.3551 0.0525 -0.5723 -0.02 -0.03 0.00
H -2.9396 1.1104 -1.9023 -0.02 0.00 -0.03
H -5.2451 1.5187 0.0964 0.02 0.00 0.02
H -5.3829 1.1976 -1.6236 0.01 -0.01 0.01
H -4.7715 2.7485 -1.0757 0.03 0.00 -0.01
```
Forces are in eV/Å.

Atom charges from the natural (NBO) analysis, given in e for atoms 1 to 4:
1. Ni 0.724
2. N -0.790
3. C 0.268
4. N -0.627

ORCA calculation (ωB97M-V/def2-TZVPD) on a structure of composition C29H38BN7O2RhS3 in a non-equilibrium geometry.

The calculation puts the gap between HOMO and LUMO (alpha / beta) at 6.396 / 6.395 eV. The calculation puts the largest force on an atom at 1.73 eV/Å. As for the total energy: -81405.577 eV. The charge is +1.

The geometry in XYZ format:
```
81
Properties=species:S:1:pos:R:3:forces:R:3
Rh 0.4929 0.6149 -0.2304 -0.20 -0.59 -0.27
C -4.5488 2.1942 1.6020 -0.04 -0.08 0.00
C -3.7072 1.9191 2.8474 0.05 0.05 0.00
C -4.6505 1.8851 4.0482 0.05 -0.03 0.03
C -2.6350 2.9832 3.0809 0.01 0.01 -0.04
N -3.0306 0.5828 2.7334 0.09 -0.05 -0.01
C -3.1237 -0.4153 3.6925 -0.09 0.07 0.04
C -2.3626 -1.4407 3.2839 0.19 -0.06 -0.06
N -1.7760 -1.0891 2.0814 -0.24 -0.17 -0.03
B -1.0231 -2.1520 1.2414 0.06 0.36 0.14
N 0.4368 -2.3649 1.7204 -0.10 -0.48 0.08
C 0.9822 -3.6230 1.8857 -0.10 0.08 -0.02
C 2.2060 -3.4737 2.4258 0.09 0.03 -0.03
N 2.4309 -2.1135 2.5788 -0.06 -0.07 0.02
C 1.3290 -1.4651 2.1318 0.21 0.05 0.17
S 1.0088 0.2286 2.0650 0.22 -0.29 -0.30
C 3.6151 -1.5201 3.2836 -0.01 0.13 0.07
C 4.2933 -0.4669 2.4091 -0.02 -0.05 -0.11
C 4.6190 -2.6297 3.5768 -0.03 -0.05 -0.02
C 3.1197 -0.9152 4.5981 0.01 0.01 -0.05
N -1.0518 -1.8405 -0.2695 0.27 -0.18 -0.16
C -2.0241 -2.3845 -1.0649 -0.01 -0.23 0.01
C -1.6491 -2.2044 -2.3434 -0.02 -0.08 -0.05
N -0.4349 -1.5524 -2.3292 0.30 0.21 -0.06
C -0.0894 -1.2734 -1.0396 -0.82 1.34 0.72
S 2.6767 0.8234 -0.5603 0.28 0.86 -1.08
C 0.3889 -1.5487 -3.5840 0.05 -0.09 -0.10
C 1.8024 -1.0772 -3.3142 -0.03 -0.08 0.09
C 0.4730 -3.0000 -4.0684 -0.03 -0.04 0.01
C -0.2931 -0.6851 -4.6392 -0.06 -0.06 0.05
C -2.1802 0.1524 1.7633 0.03 0.09 0.18
S -1.7346 1.0600 0.3609 -0.40 -0.02 -0.04
H -5.0345 3.1639 1.7154 0.00 -0.02 0.02
H -5.3234 1.4315 1.4986 -0.01 0.03 0.00
H -3.9646 2.2155 0.6875 0.05 0.02 0.00
H -5.2042 2.8221 4.0686 0.02 0.01 0.00
H -4.1106 1.8009 4.9927 -0.03 -0.02 -0.01
H -5.3747 1.0731 3.9650 -0.01 0.04 0.02
H -3.1086 3.9396 3.3066 -0.02 -0.03 -0.02
H -2.0008 3.1107 2.2059 0.00 -0.01 0.01
H -2.0095 2.7010 3.9297 -0.01 0.03 0.01
H -3.7201 -0.3257 4.5800 0.00 0.03 -0.07
H -2.1817 -2.3956 3.7459 -0.02 0.01 -0.06
H -1.5789 -3.2002 1.4297 -0.03 -0.01 -0.12
H 0.4467 -4.5153 1.6127 -0.01 0.04 0.02
H 2.9215 -4.2238 2.7033 0.01 0.07 0.01
H 4.5974 -0.8951 1.4508 0.01 0.00 0.04
H 5.1854 -0.1118 2.9254 0.01 -0.02 -0.02
H 3.6512 0.3889 2.2221 -0.01 0.00 0.02
H 4.9317 -3.1385 2.6633 0.02 0.01 0.03
H 4.2265 -3.3602 4.2853 0.01 -0.01 -0.02
H 5.5029 -2.1794 4.0249 -0.01 0.01 0.01
H 2.4061 -0.1108 4.4179 0.02 0.00 0.02
H 3.9649 -0.5026 5.1500 -0.01 -0.01 -0.01
H 2.6433 -1.6786 5.2155 0.01 0.01 0.00
H -2.8874 -2.8815 -0.6568 0.06 -0.01 0.02
H -2.1272 -2.5187 -3.2531 0.06 -0.02 0.03
H 2.2921 -1.7129 -2.5761 0.02 0.03 0.00
H 1.8228 -0.0632 -2.9531 0.03 0.09 0.01
H 2.3724 -1.1206 -4.2424 -0.04 -0.02 0.00
H 0.9159 -3.6315 -3.2965 -0.01 -0.01 -0.02
H 1.1068 -3.0446 -4.9541 -0.01 0.01 0.01
H -0.5033 -3.4055 -4.3326 0.07 -0.01 -0.03
H -0.4062 0.3376 -4.2944 0.00 0.16 0.04
H -1.2839 -1.0673 -4.8895 0.02 0.02 -0.01
H 0.3074 -0.6790 -5.5491 -0.01 -0.02 0.01
O 2.6226 1.8724 -2.1263 -0.14 -0.57 1.10
C 1.4552 2.2159 -2.4911 -0.88 -0.10 0.03
N 0.3128 1.8284 -1.8967 1.00 -0.53 -0.02
C -0.7845 2.3503 -2.6253 -0.08 0.54 -0.42
O -1.9394 2.1724 -2.3787 -0.02 -0.17 0.09
C -0.2092 3.1622 -3.7501 0.04 -0.15 0.10
C -0.8189 3.8792 -4.7516 -0.08 0.06 -0.03
C 0.0087 4.5018 -5.6874 -0.04 -0.03 0.02
C 1.3920 4.3878 -5.6143 0.04 -0.01 0.03
C 2.0014 3.6609 -4.5928 0.08 0.02 0.03
C 1.1699 3.0631 -3.6696 0.30 -0.05 0.01
H -1.8972 3.9534 -4.8054 0.02 0.00 -0.01
H -0.4330 5.0800 -6.4881 0.00 -0.01 0.00
H 2.0064 4.8708 -6.3623 -0.01 0.01 0.01
H 3.0778 3.5707 -4.5262 -0.02 0.01 -0.01
```
Forces are in eV/Å.

Atom charges from the Mulliken analysis, given in e for atoms 1 to 4:
1. Rh -0.585
2. C -1.454
3. C 1.191
4. C -2.158